Entry 1:
{
  "formula": "C3H2F3N",
  "method": "the ωB97M-V functional and the def2-TZVPD basis",
  "total_charge": 0,
  "s_squared": 2.006,
  "multiplicity": 3,
  "lumo_ev": [0.70, -4.53],
  "e_homo_ha": [-0.21033, -0.47615],
  "homo_lumo_gap_ev": [6.4, 8.4],
  "relative_energy_kcal_mol": 64.6,
  "species": ["F", "F", "F", "N", "C", "C", "C", "H", "H"],
  "xyz": [[1.531464, -1.336474, 0.153871], [1.598511, 0.330766, -1.171140], [1.273435, 0.549974, 1.041206], [-1.849755, 1.882911, 0.394222], [-1.347073, 0.896920, 0.165623], [0.971790, -0.088657, -0.006308], [-0.608288, -0.306150, -0.161198], [-0.861602, -0.781583, -1.051396], [-0.708481, -1.147707, 0.635117]],
  "forces_ev_per_a": [[-0.285, -0.014, 0.074], [-0.971, 0.757, 1.568], [0.683, 2.341, 1.568], [-7.434, 15.544, 3.524], [7.370, -17.050, -4.102], [-0.001, -3.882, -3.526], [1.172, 1.442, 3.324], [-0.360, -0.278, -1.808], [-0.174, 1.140, -0.623]]
}



Entry 2:
{
  "formula": "C19H24N2O4S",
  "method": "the ωB97M-V functional and the def2-TZVPD basis",
  "total_charge": 0,
  "lumo_ev": 0.03,
  "e_homo_ha": -0.32026,
  "homo_lumo_gap_ev": 8.7,
  "relative_energy_kcal_mol": 371.9,
  "species": ["S", "O", "O", "O", "O", "N", "N", "C", "C", "C", "C", "C", "C", "C", "C", "C", "C", "C", "C", "C", "C", "C", "C", "C", "C", "C", "H", "H", "H", "H", "H", "H", "H", "H", "H", "H", "H", "H", "H", "H", "H", "H", "H", "H", "H", "H", "H", "H", "H", "H"],
  "xyz": [[1.642364, 2.290470, 0.559687], [-1.524393, 0.301143, 2.613886], [1.951947, -3.386865, -1.180512], [2.908433, 2.870863, 0.686645], [0.755180, 2.907175, -0.477190], [-1.235013, 1.264352, 0.573383], [1.061366, 2.320539, 1.938671], [-0.110646, 4.723849, 3.068800], [1.815373, -0.546289, 1.005900], [-0.213380, 2.306617, 2.454954], [1.903370, -4.467851, -0.245889], [-2.808126, -1.317236, -2.872298], [-3.381840, -2.467524, -3.475801], [-3.204052, -3.885497, -1.339007], [2.006381, 0.199742, -1.312855], [-0.840891, 3.588835, 2.144778], [1.671317, -1.706433, 0.511267], [1.898919, 0.596259, -0.014684], [-2.230605, 0.302079, -0.008823], [2.173624, -2.036289, -0.780601], [-2.355082, -2.783036, -0.977492], [-3.753986, -3.480151, -2.973664], [-1.306896, -0.558280, -1.010107], [2.362846, -1.141417, -1.650551], [-1.014871, 1.110364, 1.861781], [-2.280145, -1.496920, -1.653727], [1.057612, 4.961976, 2.813707], [-2.703539, -0.357389, -3.360121], [2.098530, -5.462781, -1.070862], [1.910588, 2.695577, 2.801388], [-2.630621, -0.188937, 0.613330], [-1.805272, 3.522763, 2.380871], [-0.429225, -0.877348, -0.448520], [-0.301575, 4.516926, 4.066688], [-0.831797, 3.883872, 1.164089], [2.244124, 0.950387, -1.960481], [-0.488843, 5.753416, 2.739225], [2.769291, -4.548491, 0.542137], [-4.298668, -4.331815, -2.989564], [-0.910126, 2.051039, 0.205020], [-0.993321, 0.039769, -1.848169], [2.433432, -1.393415, -2.524799], [-3.479350, -4.796145, -0.942275], [1.721230, -2.567844, 1.503549], [0.024944, 2.208087, 3.364109], [-1.803639, -2.937529, 0.101683], [1.581279, -0.147747, 1.918829], [0.987183, -4.371114, 0.081070], [-4.007417, -2.092063, -4.363443], [-2.856429, 0.837650, -0.675616]],
  "forces_ev_per_a": [[-0.222, 0.184, -7.822], [0.156, -0.824, -0.093], [2.066, 1.830, -0.422], [2.993, 0.995, 0.236], [1.027, -1.245, 2.217], [-3.550, -5.195, 2.212], [5.506, 0.867, 6.497], [1.205, 1.817, -4.750], [-0.364, 8.140, -2.842], [-2.634, -0.982, -6.880], [6.422, -2.537, -3.949], [0.978, -0.472, 0.768], [-0.618, 11.997, -7.491], [2.181, 7.798, -5.346], [2.029, -0.408, 1.941], [3.274, 2.781, 3.065], [2.370, -7.690, 3.339], [-0.984, -2.555, 2.376], [9.486, 7.232, -10.419], [-3.663, -6.913, 4.563], [-1.599, -3.935, 3.030], [-0.223, -10.931, 11.758], [-2.700, 1.289, 0.590], [-1.224, 6.843, 4.797], [-0.241, 1.729, 2.477], [2.445, -2.584, 1.368], [-2.631, -1.391, 0.763], [-0.064, -0.184, -0.330], [-0.942, 2.764, 2.895], [-3.229, -1.577, -4.046], [-5.483, -6.663, 8.767], [-4.164, 0.152, 1.442], [-0.408, -0.794, -0.292], [-0.095, -0.096, 1.955], [0.582, 0.446, -2.527], [-0.184, 1.874, -2.333], [-0.059, -1.426, 0.877], [-1.743, 0.507, -1.421], [-2.169, -1.888, -2.313], [1.348, 3.713, -2.875], [0.488, 0.924, 0.152], [1.321, -2.414, -9.610], [-0.131, -1.629, 1.084], [-0.696, 2.067, -3.534], [0.057, -1.184, 7.462], [-1.156, 0.872, -2.723], [-0.321, -0.071, 2.695], [-4.645, -0.736, 2.570], [1.276, -1.059, 0.282], [-1.069, 0.563, -0.160]]
}



Entry 3:
{
  "formula": "C34H30N6OPRe",
  "method": "the ωB97M-V functional and the def2-TZVPD basis",
  "total_charge": 3,
  "s_squared": 0.770,
  "multiplicity": 2,
  "lumo_ev": [-9.97, -10.02],
  "e_homo_ha": [-0.60965, -0.61019],
  "homo_lumo_gap_ev": [6.6, 6.6],
  "relative_energy_kcal_mol": 13.1,
  "species": ["Re", "P", "O", "N", "N", "N", "N", "N", "N", "C", "C", "C", "C", "C", "C", "C", "C", "C", "C", "C", "C", "C", "C", "C", "C", "C", "C", "C", "C", "C", "C", "C", "C", "C", "C", "C", "C", "C", "C", "C", "C", "C", "C", "H", "H", "H", "H", "H", "H", "H", "H", "H", "H", "H", "H", "H", "H", "H", "H", "H", "H", "H", "H", "H", "H", "H", "H", "H", "H", "H", "H", "H", "H"],
  "xyz": [[0.677172, 0.351234, 0.918662], [0.104841, -1.413508, -0.569608], [1.982726, 2.420609, 1.839091], [-1.313905, 2.570481, 1.310773], [0.460819, 3.367365, -2.219317], [2.557841, -0.062529, -0.166180], [0.214810, 1.958300, -0.382407], [-0.846448, 1.362332, 1.820299], [0.200556, -0.865788, 2.616315], [-1.588805, 6.401163, -1.927619], [1.271449, -1.955794, -3.096647], [-1.375829, -5.138993, 0.187567], [-1.328859, 0.926484, 2.927664], [-1.211752, -0.941166, 4.568296], [-0.688973, 5.493475, -2.451149], [-1.621601, -0.170681, -2.385090], [1.017501, -5.205556, 0.472123], [1.354430, -1.331477, -1.850430], [-0.778163, -0.335180, 3.411977], [0.736540, 2.270087, -1.560744], [3.421463, -1.031400, -3.679589], [-3.684376, -0.035765, -0.504970], [3.530783, -0.438211, -2.427314], [0.742367, -2.025792, 2.991344], [-1.059874, 4.066957, -0.517820], [1.091466, -3.858886, 0.167299], [-0.732760, 2.839443, 0.188252], [-0.440968, 4.334253, -1.732182], [3.187258, 0.696499, 3.052738], [-1.441747, -0.700949, -1.105249], [-2.835892, 0.407649, -2.720302], [-2.228802, 6.154436, -0.708869], [-0.072787, -3.137093, -0.119710], [-0.621788, -2.145197, 4.955604], [-2.475370, -0.619057, -0.162049], [2.187416, 1.273738, 2.092405], [-0.220120, -5.844958, 0.484265], [-1.968673, 4.999641, -0.004231], [0.364273, -2.684906, 4.158107], [2.303151, -1.795710, -4.008285], [-1.306417, -3.785134, -0.118344], [-3.862858, 0.474987, -1.784950], [2.488716, -0.605842, -1.532420], [-2.333728, -5.641224, 0.176948], [-1.993196, -0.481867, 5.159438], [0.911674, 3.521770, -3.111709], [-2.990387, 0.796150, -3.718359], [3.143407, 0.773128, -0.169473], [1.493045, -2.445805, 2.337628], [4.189188, 1.041857, 2.785775], [3.146411, -0.389150, 3.075277], [-4.490011, 0.011458, 0.215737], [-4.810894, 0.919488, -2.058849], [2.970742, 1.095375, 4.046840], [1.919159, -5.766338, 0.680223], [-1.796331, 7.314382, -2.469160], [-2.101405, 1.482421, 3.449926], [2.242993, -2.271900, -4.977846], [-2.214301, -3.250128, -0.365332], [4.224206, -0.913287, -4.395868], [-2.449811, 4.803594, 0.943439], [-0.938362, -2.643611, 5.862275], [-0.832437, -0.221860, -3.124999], [1.428006, 1.580810, -2.029281], [0.846132, -3.618519, 4.415086], [-0.187519, 5.683477, -3.392253], [-0.277021, -6.901546, 0.710729], [4.421127, 0.119967, -2.158994], [-2.929931, 6.878015, -0.317110], [2.067581, -3.381246, 0.123425], [-2.346171, -1.036880, 0.831634], [0.411702, -2.566097, -3.347796], [3.087305, -0.732017, 0.395375]],
  "forces_ev_per_a": [[0.952, 1.605, -0.097], [0.052, -0.332, 0.455], [-0.397, 0.058, -0.233], [0.311, -0.658, 0.114], [-0.103, 0.101, 0.047], [0.301, -0.187, -0.228], [-0.119, 0.180, -0.309], [-0.479, 0.347, 0.118], [-0.149, -0.102, 0.110], [-0.013, 0.038, -0.015], [0.007, -0.034, 0.045], [0.021, 0.059, -0.004], [0.026, -0.128, 0.186], [0.062, -0.230, 0.143], [-0.028, 0.017, 0.037], [-0.044, 0.009, -0.005], [-0.031, -0.021, 0.008], [0.005, -0.004, -0.196], [-0.055, 0.356, -0.278], [-0.127, -0.069, 0.089], [-0.042, -0.034, -0.022], [0.036, 0.011, -0.029], [-0.027, -0.045, -0.037], [-0.036, -0.021, 0.129], [-0.092, -0.093, 0.245], [0.073, 0.005, -0.007], [-0.067, 0.272, -0.246], [0.235, -0.124, -0.271], [-0.056, 0.194, -0.211], [-0.201, 0.035, -0.031], [0.023, 0.027, 0.003], [0.007, 0.007, -0.029], [-0.075, -0.109, -0.117], [-0.162, 0.157, 0.057], [-0.051, -0.033, -0.050], [-0.120, -1.330, 0.622], [0.019, -0.003, 0.010], [0.009, -0.007, 0.011], [0.145, -0.049, -0.163], [0.056, 0.040, 0.008], [-0.081, 0.021, 0.074], [-0.024, 0.012, 0.013], [0.051, 0.067, 0.123], [0.009, -0.002, 0.003], [0.011, -0.003, -0.010], [-0.005, 0.047, -0.018], [0.006, -0.010, 0.003], [0.020, 0.020, -0.065], [0.012, -0.018, 0.021], [-0.001, -0.013, 0.011], [0.036, -0.006, 0.017], [0.010, -0.005, -0.004], [0.013, -0.004, 0.002], [-0.023, 0.001, 0.002], [-0.005, 0.012, -0.003], [-0.007, -0.004, 0.013], [0.023, -0.028, 0.020], [0.002, 0.011, 0.010], [0.016, -0.010, -0.030], [-0.017, -0.013, 0.007], [0.001, 0.005, -0.014], [0.007, 0.006, -0.008], [0.008, -0.038, 0.011], [0.013, -0.021, 0.027], [-0.003, 0.015, -0.010], [-0.014, -0.006, 0.009], [0.005, 0.009, -0.003], [-0.017, -0.011, 0.000], [0.008, 0.005, 0.001], [-0.024, -0.004, -0.031], [0.010, -0.017, -0.020], [0.003, 0.021, -0.003], [0.093, 0.051, -0.004]]
}



Entry 4:
{
  "formula": "C7H13N3",
  "method": "the ωB97M-V functional and the def2-TZVPD basis",
  "total_charge": 0,
  "lumo_ev": [0.56, 0.56],
  "e_homo_ha": [-0.21445, -0.21437],
  "homo_lumo_gap_ev": [6.4, 6.4],
  "relative_energy_kcal_mol": 111.7,
  "species": ["N", "N", "N", "C", "C", "C", "C", "C", "C", "C", "H", "H", "H", "H", "H", "H", "H", "H", "H", "H", "H", "H", "H"],
  "xyz": [[1.929225, 0.936766, -1.340631], [-1.951397, 0.445299, 1.723810], [-1.353352, 1.910752, -0.003562], [2.232647, 0.225519, 0.873935], [1.377577, 0.327186, -0.367692], [-1.478551, -0.501808, -0.430620], [0.595669, -2.122915, 0.008990], [-1.440620, 0.603808, 0.444603], [0.300788, -0.949399, -0.605833], [-0.653747, -0.546606, -1.682923], [1.432088, 0.859805, -2.227981], [-2.296277, -1.208317, -0.353756], [-2.067262, 1.275328, 2.286853], [2.732677, 1.180453, 1.038760], [-0.510781, 0.410145, -2.184571], [-0.087466, -2.534680, 0.738269], [1.605644, -2.499800, 0.068173], [-1.215981, 2.599633, 0.724045], [-0.901456, -1.361192, -2.357024], [-0.718125, 1.996369, -0.782736], [3.045410, -0.487393, 0.736684], [1.648352, -0.058944, 1.746898], [-2.225063, -0.500010, 1.946307]],
  "forces_ev_per_a": [[-0.599, 0.655, 0.226], [0.960, 0.274, -1.657], [0.700, -0.470, 0.430], [-0.396, 0.618, 0.389], [1.163, -2.433, -0.998], [0.171, 1.411, 0.140], [0.018, -1.410, 0.714], [-2.408, -0.551, -0.274], [0.656, 2.847, -0.797], [-0.391, -0.229, 0.569], [-0.165, -0.260, 0.071], [0.652, -0.460, 0.746], [-0.314, -0.691, 0.235], [-0.168, 0.086, 0.042], [0.162, -0.142, -0.076], [-0.285, -0.601, -0.618], [0.296, 0.564, 0.408], [0.316, 0.065, -0.223], [-0.150, 0.180, 0.071], [-0.003, 0.382, 0.042], [-0.256, -0.238, -0.113], [0.060, -0.087, 0.069], [-0.020, 0.489, 0.602]]
}



Entry 5:
{
  "formula": "C8H13BrO5S",
  "method": "the ωB97M-V functional and the def2-TZVPD basis",
  "total_charge": 0,
  "lumo_ev": [-1.06, -1.06],
  "e_homo_ha": [-0.33306, -0.33306],
  "homo_lumo_gap_ev": [8.0, 8.0],
  "species": ["Br", "S", "O", "O", "O", "O", "O", "C", "C", "C", "C", "C", "C", "C", "C", "H", "H", "H", "H", "H", "H", "H", "H", "H", "H", "H", "H", "H"],
  "xyz": [[-3.490722, 0.873131, -0.174647], [-0.819754, 0.890205, -1.645381], [-1.609480, 0.146695, 2.254560], [-1.649047, -1.475394, 0.065502], [0.046265, -1.942264, -1.238996], [1.146806, 0.873919, 2.415332], [2.565515, 1.682404, 0.337778], [0.518213, 0.618903, 1.207814], [-0.902660, -2.235107, -0.534732], [0.993384, 0.867192, -1.266442], [-0.992585, 0.909304, 1.216599], [-1.133841, -3.762221, -0.071974], [-1.531385, 0.638868, -0.133262], [1.242869, 1.472158, 0.121013], [1.584630, 1.679640, -2.347570], [-1.164382, -4.441765, -1.003691], [1.200806, -0.181097, -1.356665], [0.365368, 1.128836, 3.057565], [2.700070, 1.869008, 1.262260], [-2.074350, -3.882922, 0.390590], [-1.502029, -0.782244, 2.110922], [-1.076868, 2.050406, 1.442829], [-0.338421, -4.106218, 0.652233], [1.072881, 2.627829, -2.378032], [1.227724, 1.157641, -3.218848], [2.607828, 1.502449, -2.509449], [0.495539, -0.546221, 1.120116], [0.517623, 2.366866, 0.224576]],
  "forces_ev_per_a": [[1.407, -0.227, -0.133], [0.055, 0.366, 0.977], [-0.039, 2.610, -0.035], [-2.873, 3.815, 2.200], [0.550, -0.020, -0.866], [-2.549, 1.662, 2.917], [0.737, 0.139, -0.690], [0.118, -2.935, -0.811], [2.354, -4.116, 0.110], [-0.600, 0.465, 1.291], [1.312, 0.511, 1.503], [1.281, -0.249, -2.111], [-2.309, -1.088, -1.239], [-3.725, -0.755, 0.332], [-1.733, -1.037, -1.410], [0.447, 1.013, 1.439], [0.489, -0.541, 0.326], [2.504, -0.859, -1.370], [0.040, 0.024, 0.727], [-1.090, 0.091, 0.656], [0.177, -1.030, -0.759], [-0.499, -1.884, -0.256], [-0.640, 0.533, -1.014], [0.949, 0.890, -0.014], [-0.438, -0.020, -1.035], [1.620, 0.882, 0.594], [0.688, 1.765, -0.698], [1.770, -0.003, -0.630]]
}



Entry 6:
{
  "formula": "C2H8S",
  "method": "the ωB97M-V functional and the def2-TZVPD basis",
  "total_charge": 0,
  "lumo_ev": 1.07,
  "e_homo_ha": -0.33260,
  "homo_lumo_gap_ev": 10.1,
  "relative_energy_kcal_mol": 3.9,
  "species": ["S", "C", "C", "H", "H", "H", "H", "H", "H", "H", "H"],
  "xyz": [[-4.317481, -0.065176, -1.795455], [5.706888, 1.380455, 1.247391], [-5.045780, -1.588917, -1.016703], [6.426884, 1.728352, 1.975456], [-5.898661, -1.224455, -0.454703], [5.128677, 2.188816, 0.805666], [5.003831, 0.720830, 1.746760], [6.163868, 0.816012, 0.436789], [-4.379621, -2.055016, -0.298793], [-5.319006, -2.243297, -1.829151], [-3.469597, 0.342393, -0.817255]],
  "forces_ev_per_a": [[0.283, -0.385, 0.250], [-0.525, -0.327, -0.269], [0.258, 1.424, 0.396], [0.198, 0.168, -0.073], [-0.329, -0.360, -0.123], [0.155, 0.201, 0.118], [-0.068, -0.102, 0.115], [0.240, 0.061, 0.108], [0.273, -0.136, -0.295], [-0.090, -0.216, -0.030], [-0.395, -0.327, -0.199]]
}